Molecular formula: C47H46N8O5S2SeSiTi
Method: DFT, the ωB97M-V functional and the def2-TZVPD basis

Results
**Calculated total energy**: -6969.79214 Eh
**Relative energy (zero: lowest compared OMol25 entry of this formula, charge and spin)**: 127.71 kcal/mol
**HOMO level (alpha / beta)**: -1.429 / -1.942 eV
**HOMO-LUMO gap (alpha / beta)**: 0.19477 / 0.18859 hartree
**Charge**: -2
**Molecular weight**: 1021.98 g mol⁻¹
**Lowest unoccupied orbital energy (alpha / beta)**: 3.9 / 3.2 eV
**Spin multiplicity**: 3

Positions of all 111 atoms, in Å:
Ti 1.6007 0.3202 -0.8056
O -2.3981 1.1449 -1.3190
C -1.2194 0.5643 -1.4278
N -0.0819 1.2973 -1.4316
C 0.0820 2.3567 -2.3375
C -0.9291 3.1231 -2.9063
C -0.6187 4.0284 -3.9144
C 0.6884 4.1538 -4.3575
C 1.7067 3.3985 -3.7835
C 1.4201 2.5156 -2.7460
N 2.3318 1.7061 -2.0342
C 3.5876 2.3233 -1.7380
O 4.1395 3.1513 -2.4784
C 4.0427 1.9952 -0.4443
C 4.9488 2.8645 0.2515
C 5.2732 2.4065 1.6423
C 4.6338 1.4051 2.2383
C 3.5533 0.6149 1.5764
N 3.1582 1.1521 0.2722
C -1.0315 -0.8127 -1.6937
C -2.0624 -1.7092 -2.0693
C -1.7348 -2.9375 -2.5683
C -0.3732 -3.2880 -2.7115
C 0.5800 -2.3771 -2.3180
N 0.3004 -1.1829 -1.7875
H -1.9449 3.0048 -2.5611
H -1.4072 4.6281 -4.3544
H 0.9282 4.8451 -5.1576
H 2.7249 3.4937 -4.1220
H 5.8235 3.1075 -0.3457
H 6.0300 2.9676 2.1782
H 4.8749 1.1202 3.2573
H 3.8011 -0.4496 1.5370
H -3.0910 -1.3804 -2.0227
H -2.5156 -3.6145 -2.8952
H -0.0714 -4.2346 -3.1389
H 1.6339 -2.5886 -2.4213
O 2.4834 4.9394 1.8758
S 2.9107 4.6384 0.4921
O 4.4844 4.3695 0.4806
N 1.8472 1.6059 0.7555
C 2.0743 0.9353 2.0572
C 1.9743 1.8147 3.2501
C 1.6204 1.3058 4.4672
C 1.2131 -0.0283 4.6219
C 0.9851 -0.8452 3.4703
C 0.4184 -2.1223 3.5050
C 0.1385 -2.7713 2.3220
C 0.3822 -2.1261 1.1196
N 0.9619 -0.9252 1.0612
C 1.2858 -0.3210 2.2025
C 3.0696 6.2513 -0.2957
C 3.4909 6.3059 -1.6182
C 3.5711 7.5406 -2.2435
C 3.2283 8.7006 -1.5555
C 2.7975 8.6274 -0.2383
C 2.7090 7.3935 0.3952
H 2.2334 2.8577 3.1056
H 1.6270 1.9544 5.3356
H 0.9547 -0.4182 5.5984
H 0.1806 -2.5796 4.4589
H -0.3034 -3.7577 2.3181
H 0.1184 -2.5826 0.1765
H 3.7518 5.3859 -2.1343
H 3.8962 7.5981 -3.2753
H 3.2887 9.6618 -2.0529
H 2.5225 9.5308 0.2939
H 2.3681 7.2914 1.4181
C -5.5985 -4.3198 2.5028
C -4.2663 -4.6829 1.8572
C -3.3339 -3.4852 1.7094
N -3.9064 -2.4944 0.8291
C -3.7109 -1.1434 0.9001
S -2.8222 -0.4368 2.1436
N -4.2385 -0.4371 -0.1207
C -5.4020 -0.7759 -0.7173
O -5.6136 -0.6695 -1.9236
C -6.5560 -1.2028 0.1756
C -7.5581 -2.0062 -0.3552
C -8.6386 -2.3908 0.4257
C -8.7356 -1.9517 1.7400
C -7.7455 -1.1339 2.2681
C -6.6546 -0.7658 1.4932
H -6.2356 -5.1984 2.6237
H -6.1374 -3.5894 1.8993
H -5.4370 -3.8751 3.4874
H -4.4408 -5.1287 0.8710
H -3.7520 -5.4445 2.4509
H -2.3606 -3.8157 1.3290
H -3.1576 -3.0014 2.6704
H -4.2089 -2.8336 -0.0716
H -3.1154 0.5580 -0.9057
H -7.4770 -2.3130 -1.3903
H -9.4093 -3.0277 0.0079
H -9.5815 -2.2457 2.3501
H -7.8185 -0.7857 3.2914
H -5.8710 -0.1405 1.9042
C 5.3838 -4.3540 -0.4586
Si 3.7207 -3.7646 -1.1259
C 2.4089 -4.6402 -0.0908
C 3.5819 -4.4933 -2.8673
Se 3.7324 -1.5314 -1.0598
H 5.4665 -5.4447 -0.5018
H 5.5060 -4.0343 0.5783
H 6.2007 -3.9173 -1.0368
H 2.6021 -5.7185 -0.0978
H 1.4044 -4.4753 -0.4852
H 2.4293 -4.2924 0.9441
H 3.9339 -5.5302 -2.8694
H 4.1901 -3.9197 -3.5687
H 2.5539 -4.4907 -3.2359